1.
The following is a DFT calculation (the ωB97M-V functional and the def2-TZVPD basis) of C36H28AsF6N5O2PRu as an isolated structure.

Structure (XYZ):
```
80
Properties=species:S:1:pos:R:3:forces:R:3
O -2.4398 -3.0891 -2.2385 0.0 0.0 0.0
C -2.1553 -1.0917 -4.2257 0.0 0.0 0.0
H 2.1462 3.0020 1.9482 0.0 0.0 0.0
C 3.1101 1.6094 -1.1555 0.0 0.0 0.0
H 4.6192 3.0154 -1.7265 0.0 0.0 0.0
H 1.3796 0.0005 -3.4045 0.0 0.1 0.0
C 1.7778 1.4309 -0.7806 0.1 0.0 -0.1
C 3.3154 -0.7955 2.9165 0.0 0.0 0.0
H -2.1107 -1.5657 3.9094 0.0 0.0 0.0
H -3.0539 -3.8110 3.9512 0.0 0.0 0.0
H -0.3330 2.0169 -2.9909 0.0 0.0 0.0
F -5.3242 2.0548 0.9931 0.0 0.0 0.0
C 3.0045 -3.3065 -2.2919 0.0 0.0 0.1
C 1.7387 -0.8434 1.0969 0.1 0.0 -0.1
H 3.2949 0.6254 1.3221 0.0 0.0 0.0
C 1.1642 -1.9896 1.6446 -0.1 0.0 0.0
C -2.0461 -2.0042 -1.9064 0.0 0.0 0.0
C -1.2249 1.0561 -4.6946 0.0 -0.1 0.0
H 1.1969 -3.4173 3.2391 0.0 0.0 0.0
C 2.3983 -1.7570 -4.0189 0.0 0.0 0.0
F -3.0311 1.6730 -1.6054 0.0 0.1 0.1
C 1.8035 -0.9360 -3.0777 0.0 0.1 0.1
H -0.5848 2.5521 0.6293 0.1 0.1 0.0
C 0.9283 2.5309 -0.7185 -0.1 0.0 0.0
C -0.8576 1.1482 -3.3659 0.0 0.0 0.0
H 0.7263 4.6504 -0.9679 0.0 0.0 0.0
C -1.7603 -0.9219 -2.9135 0.2 -0.1 0.0
Ru -1.1339 0.2607 -0.4002 0.2 -0.3 -0.9
C 2.8295 -0.2604 1.7321 0.0 0.1 0.0
C 1.3993 3.8027 -1.0154 0.0 -0.1 0.0
H -0.9978 1.8705 -5.3676 0.0 0.0 0.0
N -1.1211 0.1802 -2.4859 -0.4 0.1 0.0
C -0.4686 1.9135 4.4756 0.0 0.0 0.0
C 2.9949 -2.9485 -3.6282 0.0 0.0 -0.1
H -1.0975 2.8857 -0.8898 0.0 0.0 0.0
C 1.6510 -2.5264 2.8253 0.0 0.0 0.0
F -4.2761 3.5849 -0.6756 0.0 0.0 0.0
C 2.4126 -2.4829 -1.3429 -0.1 0.0 -0.1
N -0.4517 2.3105 -0.3515 -0.1 -0.1 0.2
C -3.0911 -4.0476 1.7933 0.0 0.0 0.0
C 1.5169 3.1443 4.0003 0.0 0.0 0.0
F -4.0414 0.1888 -0.0271 0.1 0.0 0.0
H 4.1577 -0.3288 3.4102 0.0 0.0 0.0
C 1.7917 -1.2916 -1.7256 0.1 -0.1 0.1
H 2.4395 -2.7791 -0.3064 0.0 0.0 0.0
C -1.9996 -1.4674 1.7291 0.1 0.0 0.1
H -1.2614 1.5913 5.1347 0.0 0.0 0.0
As -4.2641 1.9037 -0.3306 -0.1 0.1 0.2
H -2.2116 -0.1658 -6.1614 0.0 0.0 0.0
C 2.7281 3.9716 -1.3717 0.0 0.0 0.0
H 0.3447 -2.4846 1.1365 0.0 0.0 0.0
P 1.0603 -0.2008 -0.4590 0.3 0.0 0.3
C -0.4709 1.5067 3.1462 0.0 -0.1 0.1
N 0.4535 1.8825 2.2688 0.0 -0.1 0.0
C 1.4184 2.6958 2.6933 0.0 0.0 0.0
C -1.8935 -0.0777 -5.1316 0.0 0.0 0.0
F -2.8743 2.1696 0.7376 0.0 0.1 0.1
C -2.7835 -3.5291 0.5756 0.0 0.1 0.0
C 2.7238 -1.9226 3.4677 0.0 0.0 0.0
H 2.3267 3.7991 4.2908 0.0 0.0 0.0
H 3.7677 0.7526 -1.2433 0.0 0.0 0.0
C -2.8284 -3.3357 3.0063 0.0 0.0 -0.1
C -1.6074 0.6198 2.7253 -0.1 0.0 -0.2
H -3.5286 -5.0353 1.8529 0.0 0.0 0.0
H -2.9567 -4.0815 -0.3310 0.0 0.0 0.0
H 3.0957 4.9614 -1.6076 0.0 0.0 0.0
C -2.3073 -2.0903 2.9889 0.0 0.0 0.0
C 0.5527 2.7410 4.9095 0.0 0.0 0.0
H 3.4617 -3.5884 -4.3653 0.0 0.0 0.0
C -2.2053 -2.2334 0.5130 0.0 0.0 -0.1
H 0.5889 3.0732 5.9383 0.0 0.0 0.0
H 3.1028 -2.3353 4.3933 0.0 0.0 0.0
H 2.4034 -1.4633 -5.0603 0.0 0.0 0.0
H 3.4776 -4.2274 -1.9785 0.0 0.0 0.0
N -1.8144 -1.5702 -0.5845 0.0 0.1 0.0
F -5.5073 1.5802 -1.4536 0.0 0.0 0.0
O -2.6299 0.6233 3.3495 0.0 0.0 0.1
N -1.4784 -0.2508 1.5727 -0.3 0.3 0.2
H -2.6656 -2.0037 -4.5008 0.0 0.0 0.0
C 3.5857 2.8781 -1.4388 0.0 0.0 0.0
```
Positions in Å, forces in eV/Å.

The value obtained for the total energy is -138346.8830 eV. The value obtained for the gap between HOMO and LUMO (spin up / spin down) is 6.37 / 6.57 eV. As for the charge: +1. For the HOMO energy (spin up / spin down), the calculation gives -11.3 / -11.6 eV.

2.
The following is a DFT calculation (the ωB97M-V functional and the def2-TZVPD basis) of C36H28BF2NiOP2S as an isolated structure.

Structure (XYZ):
```
72
Properties=species:S:1:pos:R:3:forces:R:3
C -1.7387 -0.2883 3.8129 0.0 -0.2 0.4
C 2.6418 -2.0312 -2.1313 -0.1 -0.8 0.8
C -3.8536 2.5126 0.6644 -0.7 0.6 1.5
H 3.7950 3.7776 2.4583 0.3 -0.5 -0.4
H 4.4253 -2.3645 -4.9691 0.3 -0.5 -0.7
H -4.6977 -0.4538 -1.0244 -1.0 0.6 0.3
C -2.0546 -2.6402 -2.8115 -0.6 0.4 0.4
C 3.9589 -1.9117 -4.1338 0.1 0.9 0.4
H -4.4328 -0.6900 1.1268 -0.4 -0.1 0.0
C 3.0450 2.2679 1.1049 0.3 -0.1 0.1
C -3.6786 -0.6232 1.8866 0.5 0.0 -0.4
C 5.6834 1.2750 1.0891 -0.4 0.6 0.3
H 1.6006 -3.8523 3.7135 0.5 0.6 -0.8
C 4.0566 2.9044 1.8396 -1.0 0.1 0.1
C -3.9396 -1.0100 3.1958 0.3 0.6 -0.3
C 2.7823 -3.2395 1.9678 0.8 0.7 -1.0
H 4.9959 -0.1647 -0.2395 0.1 -1.0 -0.8
F 0.0741 3.4622 -1.7809 -0.1 0.0 0.0
C -4.1596 3.4073 -1.9453 -0.7 0.5 2.0
H 4.6122 0.0296 -4.7527 -0.3 0.1 0.6
H -1.0007 -0.0848 4.5620 0.4 0.1 0.3
C 3.2640 -2.6540 -3.2065 -0.4 0.6 0.2
H -5.2065 4.0752 1.2460 0.0 -0.3 -0.6
C 4.7246 0.6846 0.3167 0.3 0.6 0.5
Ni 0.0413 0.9324 -0.2078 1.3 0.4 -0.5
C -1.6961 -1.4915 -2.1034 0.3 -0.7 0.0
C -3.1819 1.8982 -0.3486 0.8 -1.0 -0.6
O 0.8105 1.3120 2.9977 0.0 -0.3 0.2
C -4.7371 3.5804 0.3837 0.4 -0.1 1.5
C -4.3269 -2.1831 -2.3026 -0.7 1.9 1.0
C 1.1099 -1.0819 1.8600 -0.4 -0.1 0.7
C -2.6120 -0.7157 -1.4085 -1.1 -0.2 0.5
H -3.2037 -1.0608 5.2043 0.2 0.2 -0.1
H 6.0673 2.9484 2.3434 1.2 0.5 0.9
F -0.4773 3.8169 0.4036 0.2 -0.7 -0.8
C -3.9799 -1.0292 -1.5331 1.8 -2.0 -1.3
C 3.5329 0.0657 -2.8199 0.3 -0.4 -0.7
H 3.5322 -4.0184 1.9999 -0.3 -0.3 0.2
C -1.4504 -0.0503 2.4891 0.3 0.1 -0.9
H -5.6406 4.8203 -1.1509 0.7 -0.5 0.4
H 6.6596 0.8657 1.1007 0.9 -0.2 0.1
H 0.2106 -1.8726 3.6442 -0.4 0.1 0.3
C 2.8329 -0.6892 -1.8457 0.7 0.6 -1.5
S 0.2126 0.4446 1.9767 -0.6 0.7 -0.1
H 2.0613 -2.6509 -1.4383 0.2 0.2 -0.3
C 0.9510 -1.9968 2.8867 0.6 -0.2 -0.7
C -4.9118 4.0282 -0.8888 0.2 -0.1 -2.0
B -0.1500 2.9422 -0.5834 -0.1 0.5 1.1
H -4.2607 3.7649 -2.9372 -0.1 0.2 -0.8
P 2.1806 0.1190 -0.3768 -0.7 0.0 -0.3
H -1.2800 -3.2508 -3.2292 0.2 -0.2 -0.3
P -2.0303 0.4841 -0.1535 -1.7 0.2 -1.0
C -3.3032 2.3675 -1.6592 -0.7 0.3 -0.8
C 1.7833 -3.0984 2.9109 -0.3 -1.0 1.0
H -4.9225 -1.3651 3.4471 -0.1 -0.2 0.1
H -3.7268 -3.8701 -3.4875 0.2 0.3 0.3
C -3.4052 -3.0033 -2.9032 0.9 0.2 -0.3
C 2.9480 -2.2871 0.9360 -0.5 -0.7 0.8
C -2.4189 -0.1527 1.4828 -0.2 -0.5 1.3
C -2.9727 -0.7983 4.1752 -0.4 -0.3 -0.1
C 2.0715 -1.2212 0.8591 0.0 0.4 0.1
C 3.4402 1.1800 0.3160 -1.0 0.0 0.2
H 3.7204 -2.4030 0.1887 0.1 -0.1 0.1
H 3.6484 1.1314 -2.7300 0.0 0.3 0.3
H -3.7320 2.2213 1.7376 -0.1 0.1 -1.1
H -0.6519 -1.2470 -2.0407 0.4 0.1 0.1
C 5.3432 2.3920 1.8362 -0.8 0.1 -0.7
H -2.8443 1.8945 -2.5291 0.3 -0.1 0.5
C 4.0868 -0.5314 -3.9733 -0.6 -0.2 0.8
H -5.3796 -2.3555 -2.4352 -0.3 -0.3 0.0
H 3.1810 -3.7099 -3.2984 -0.1 -0.7 -0.2
H 1.9731 2.5361 1.2155 1.0 0.0 -0.3
```
Positions in Å, forces in eV/Å.

The value obtained for the total energy is -116397.0305 eV. The value obtained for the gap between HOMO and LUMO (spin up / spin down) is 7.59 / 7.56 eV. As for the charge: +1. For the HOMO energy (spin up / spin down), the calculation gives -10.4 / -11.5 eV. The spin multiplicity is 3.

3.
The following is a DFT calculation (the ωB97M-V functional and the def2-TZVPD basis) of C36H28Br2N4PS5Sn as an isolated structure.

Structure (XYZ):
```
77
Properties=species:S:1:pos:R:3:forces:R:3
H 5.5841 -1.7393 -3.7430 0.0 0.0 0.0
C 2.6931 -3.5763 -1.9538 0.0 0.0 0.0
H 1.0336 -1.7887 -4.1198 0.0 0.0 0.0
S 2.5228 -0.5160 2.1199 -0.3 -0.2 0.3
H -3.7044 -0.4477 -2.1013 0.0 0.0 0.0
H -1.8281 1.0567 -1.5253 0.0 0.0 0.0
C 0.5368 1.8622 -1.2964 -0.6 -0.1 0.3
H 0.1480 5.4342 5.1239 0.0 0.0 0.0
H 0.8238 -2.5661 1.0822 0.0 0.0 0.0
H 1.2274 0.7367 4.0469 0.0 0.0 0.0
C -0.0318 1.9057 -3.6748 0.0 0.0 0.0
H 0.0058 0.2916 6.1577 0.0 0.0 0.0
C 0.0488 -2.3552 -0.9155 0.0 -0.1 0.0
H -3.4038 -0.7566 3.7880 0.0 0.0 0.0
S 1.3557 2.9629 1.9490 0.0 0.0 0.3
C -1.8344 -3.7622 -1.4483 0.0 0.0 0.0
C 0.7907 -0.1910 -2.7342 -0.1 0.0 -0.1
C -1.7992 4.2429 3.8206 0.0 0.0 0.0
C 4.7797 -3.6404 -3.1490 0.0 0.0 0.0
H 3.7475 -5.3776 -2.4281 0.0 0.0 0.0
N -1.6738 0.4348 0.4299 -0.2 0.0 0.0
H -0.5964 4.9264 -2.2230 0.0 0.0 0.0
H -2.5804 -4.0967 -2.1578 0.0 0.0 0.0
P 1.3760 -1.1794 -1.3401 -0.4 0.0 0.1
H 0.2100 -0.5081 -6.0646 0.0 0.0 0.0
N -1.4010 2.9973 2.0669 0.0 0.0 -0.1
C -0.4125 3.2629 -3.5360 0.0 0.1 0.0
C 0.1597 3.1737 -1.2065 0.1 0.0 0.0
C -0.4769 0.1441 5.2025 0.0 0.0 0.1
H -0.8017 -4.3024 1.7313 0.0 0.0 0.0
C 0.2062 0.3803 4.0221 -0.1 0.1 -0.1
C 0.0755 -2.8992 0.3705 0.0 0.0 0.0
H -0.9548 -2.3714 -2.8173 0.0 0.0 0.0
C 0.2581 -0.0335 -5.0938 0.0 0.0 0.0
H -2.2072 4.8267 4.6259 0.0 0.0 0.0
Br -5.1705 -2.4832 -0.4855 0.0 0.0 0.0
H 1.1042 3.9354 5.0352 0.0 0.0 0.0
C -1.5958 -0.2091 2.7441 0.1 -0.1 0.1
H 5.5959 -4.2072 -3.5769 0.0 0.0 0.0
N -0.4343 4.1253 3.6244 0.0 0.0 0.0
C 2.6882 -2.1904 -2.0556 0.1 0.1 -0.1
S 3.8559 -1.2625 0.8426 0.4 0.1 -0.3
H -3.5694 -1.9094 1.9252 0.0 0.0 0.0
H 3.7284 -0.4429 -2.7681 0.0 0.0 0.0
C 0.4347 1.1813 -2.5445 0.1 0.0 0.0
C -2.2357 0.3863 -0.7818 0.0 0.1 0.1
C 3.7431 -4.2983 -2.5039 0.0 0.0 0.0
C -2.1795 -0.3545 1.3871 0.0 0.0 -0.2
C 4.7720 -2.2545 -3.2473 0.0 0.0 0.0
Br -2.7993 -0.5785 6.6754 0.0 0.0 -0.1
C -0.9185 -2.7889 -1.8194 0.0 0.0 0.0
S 4.9755 0.3955 0.2436 -0.3 -0.1 0.3
C 3.7294 -1.5254 -2.7028 0.1 0.0 0.0
C -0.8396 -3.8761 0.7367 0.0 0.0 0.0
C -0.2006 3.3509 2.5485 0.1 0.0 0.0
H -0.7697 3.7929 -4.4103 0.0 0.0 0.0
H -0.4690 1.8461 -5.7817 0.0 0.0 0.0
H -1.5150 2.3687 1.2752 0.0 0.0 0.1
C -0.3180 3.8860 -2.3295 0.0 0.0 -0.1
H -2.5025 -5.0778 0.1075 0.0 0.0 0.0
C -3.2885 -0.4479 -1.1042 0.0 0.0 0.0
H -3.4472 3.3681 2.6410 0.0 0.0 0.0
H 0.2611 3.7059 -0.2688 0.0 0.0 0.0
C -0.1143 1.2695 -4.9359 0.0 0.0 0.0
C -3.2139 -1.2483 1.1490 0.0 0.0 0.0
S 3.4891 1.7353 -0.3127 0.0 -0.2 -0.3
Sn 1.2373 0.8052 0.4758 1.3 0.5 -0.5
C 0.6065 4.7114 4.4555 0.0 0.0 0.0
C -2.3689 -0.4595 3.8723 0.0 0.0 0.0
N -0.3324 0.2120 2.8134 -0.2 0.1 0.0
C -2.4054 3.5330 2.8476 0.0 0.0 0.1
H 1.3392 5.2116 3.8265 0.0 0.0 0.0
C -1.7921 -0.2778 5.1168 0.0 0.0 0.0
H 1.8896 -4.0972 -1.4491 0.0 0.0 0.0
C -1.7927 -4.3103 -0.1734 0.0 0.0 0.0
C -3.7699 -1.2908 -0.1178 0.0 0.0 0.0
C 0.7160 -0.7615 -3.9829 0.0 0.0 0.1
```
Positions in Å, forces in eV/Å.

The value obtained for the total energy is -253126.1063 eV. The value obtained for the gap between HOMO and LUMO is 6.32 eV. As for the charge: +1. For the HOMO energy, the calculation gives -9.5 eV.